(1)
Computed, not measured: the ion C5H11N4 with charge +1 in a non-equilibrium geometry, with ωB97M-V/def2-TZVPD.

```
20
Properties=species:S:1:pos:R:3:forces:R:3:mulliken_charge:R:1
H 2.444 2.702 -0.616 0.0 0.0 0.0 0.37
H -2.841 -1.289 -1.562 0.2 0.3 0.2 0.27
N 0.928 1.264 -0.304 -1.2 -1.1 -0.3 -0.22
H -3.446 -1.289 0.034 0.1 0.0 -0.2 0.28
C -1.333 -0.972 1.136 1.9 -0.1 -0.5 0.34
N -0.192 -0.749 1.831 -4.0 -3.4 0.5 -0.16
N -1.456 -1.255 -0.103 -0.5 0.3 0.4 0.44
C -0.386 -1.446 -1.064 0.8 0.2 -0.7 -0.96
H 1.258 0.234 2.823 -0.1 -0.1 0.0 0.31
H 0.866 2.964 -1.416 0.1 0.1 -0.1 0.29
C 1.598 2.213 -1.110 0.2 0.5 -0.3 -0.87
H -0.268 -0.522 -1.637 0.0 -0.1 0.2 0.38
C 0.727 0.200 1.879 3.6 4.2 -0.5 -0.51
H 0.555 -1.654 -0.561 -0.1 0.1 0.1 0.39
H 1.965 1.827 1.387 0.0 -0.1 0.0 0.28
N -2.695 -1.551 -0.595 -1.1 -0.5 -0.2 -0.73
C 1.212 1.168 0.936 0.2 -0.8 1.5 0.24
H 1.934 1.714 -2.019 0.1 0.1 -0.1 0.28
H -0.634 -2.267 -1.735 -0.2 -0.1 0.3 0.34
H -0.235 -1.292 2.697 0.0 0.3 -0.2 0.27
```
Forces are in eV/Å.

The calculation puts the LUMO energy (alpha / beta) at -0.1435 / -0.2492 hartree. For the strongest force on any atom, the calculation gives 5.54 eV Å⁻¹. Its spin multiplicity is 3. The value obtained for the gap between HOMO and LUMO (alpha / beta) is 7.32 / 6.53 eV. The calculation puts the calculated total energy at -415.6953 a.u. The energy above the lowest of the compared OMol25 structures with the same formula, charge and spin is 49.4 kcal per mole. The calculation puts the HOMO energy (alpha / beta) at -11.229 / -13.309 eV. Its net charge is +1.



(2)
Computed, not measured: a structure of composition C8H22LiOP, with ωB97M-V/def2-TZVPD.

```
33
Properties=species:S:1:pos:R:3:forces:R:3:mulliken_charge:R:1
H -1.202 3.043 -0.109 0.0 0.0 0.0 0.35
C 3.268 -1.869 0.481 0.0 0.0 0.1 -1.26
Li -0.156 0.077 -2.227 0.7 -0.5 -0.3 0.93
H 3.610 -2.884 0.277 0.0 0.0 0.0 0.43
C -3.164 -0.656 1.136 -0.2 0.0 0.1 -1.67
P 2.146 -1.311 -0.898 0.0 -0.1 0.3 0.27
H 1.520 0.276 1.439 -0.1 0.1 0.0 0.33
H -4.092 -0.975 0.658 0.0 0.0 0.0 0.43
H -3.432 -0.095 2.032 0.0 0.0 0.0 0.40
H 4.134 -1.212 0.562 0.0 0.0 0.0 0.31
H -2.612 -1.546 1.443 0.0 0.0 0.0 0.39
H 3.199 -1.068 -1.828 0.0 0.0 0.0 0.02
H 2.051 1.869 0.864 0.0 0.0 0.1 0.31
H 0.154 3.252 0.995 -0.1 0.0 0.0 0.40
H 1.891 -2.642 -1.379 0.0 0.0 0.0 0.07
C -0.148 2.797 0.048 0.0 0.1 0.0 -1.71
H 2.744 -1.877 1.441 0.0 0.0 0.0 0.32
C -2.335 0.204 0.198 0.1 0.3 -0.2 1.14
C 0.087 1.292 0.129 0.2 -0.1 -0.4 2.01
H 0.191 0.892 -0.882 -0.4 0.4 0.3 -1.35
H -3.037 -1.004 -1.486 0.0 0.0 0.1 0.44
C 1.545 0.946 0.563 0.1 -0.1 0.5 -0.97
H 1.208 -0.886 -2.141 -0.3 0.1 -0.3 -0.41
C -2.122 -0.535 -1.125 0.2 -0.2 0.2 -1.38
H -1.339 1.315 1.702 0.1 -0.1 0.1 0.45
O 2.308 0.400 -0.468 -0.2 0.3 -0.3 -0.53
H -0.630 -0.264 1.431 0.0 -0.1 -0.1 0.44
C -1.037 0.611 0.917 0.2 0.0 0.3 -1.10
H -1.365 -1.316 -0.992 0.0 -0.1 -0.1 0.35
H -1.832 0.142 -1.935 -0.4 0.3 0.0 0.14
H -2.911 1.113 -0.017 0.0 0.0 0.0 0.19
H 0.431 3.269 -0.745 0.1 0.0 0.0 0.45
H 0.925 -1.357 -0.083 0.0 0.0 -0.1 -0.19
```
Forces are in eV/Å.

The calculation puts the LUMO energy at -0.0166 hartree. For the strongest force on any atom, the calculation gives 0.91 eV Å⁻¹. The value obtained for the gap between HOMO and LUMO is 7.22 eV. The calculation puts the calculated total energy at -742.0076 a.u. The calculation puts the HOMO energy at -7.671 eV.



(3)
Computed, not measured: a cluster of 3 separate species, C5H7NO in total in a non-equilibrium geometry, with ωB97M-V/def2-TZVPD.

```
14
Properties=species:S:1:pos:R:3:forces:R:3:mulliken_charge:R:1
H -0.909 -1.304 0.246 0.0 0.2 0.1 0.39
O -1.729 -0.954 1.468 0.2 0.0 -0.3 -0.59
H 1.433 1.104 -2.515 -0.1 -0.2 0.2 0.25
C -1.731 0.295 2.006 0.0 0.4 0.2 -0.24
C -0.621 0.884 1.199 0.7 -0.4 -0.9 -0.50
H -0.343 -1.328 -0.389 0.1 0.0 -0.1 -0.28
H 0.864 -0.628 -2.802 0.0 0.1 0.2 0.21
H -1.485 0.325 3.081 0.0 0.0 -0.2 0.26
C 0.236 0.835 0.308 -0.7 0.0 0.7 0.14
N 2.046 -0.402 -1.002 -0.1 0.1 0.2 -0.41
H 2.870 0.094 -0.674 -0.2 -0.1 0.0 0.27
H -2.656 0.877 1.847 0.1 -0.1 0.0 0.24
C 0.815 0.082 -0.678 0.1 0.1 0.0 0.58
C 1.210 0.121 -2.095 -0.2 0.0 -0.2 -0.31
```
Forces are in eV/Å.

The calculation puts the LUMO energy (alpha / beta) at -0.0354 / -0.0353 hartree. For the strongest force on any atom, the calculation gives 1.21 eV Å⁻¹. The value obtained for the gap between HOMO and LUMO (alpha / beta) is 8.04 / 8.04 eV. The calculation puts the calculated total energy at -324.4220 a.u. The energy above the lowest of the compared OMol25 structures with the same formula, charge and spin is 189.8 kcal per mole. The calculation puts the HOMO energy (alpha / beta) at -8.998 / -9.002 eV.